{"formula": "C35H76Br4F6N7O10S2V", "method": "the ωB97M-V functional and the def2-TZVPD basis", "charge": 2, "e_homo_ev": [-12.695, -12.695], "largest_force_ev_per_a": 5.06, "spin_multiplicity": 3, "s_squared": 2.060, "homo_lumo_gap_ev": [7.06, 7.05], "species": ["Br", "Br", "Br", "Br", "V", "S", "S", "F", "F", "F", "F", "F", "F", "O", "O", "O", "O", "O", "O", "O", "O", "O", "O", "N", "N", "N", "N", "N", "N", "N", "C", "C", "C", "C", "C", "C", "C", "C", "C", "C", "C", "C", "C", "C", "C", "C", "C", "C", "C", "C", "C", "C", "C", "C", "C", "C", "C", "C", "C", "C", "C", "C", "C", "C", "C", "H", "H", "H", "H", "H", "H", "H", "H", "H", "H", "H", "H", "H", "H", "H", "H", "H", "H", "H", "H", "H", "H", "H", "H", "H", "H", "H", "H", "H", "H", "H", "H", "H", "H", "H", "H", "H", "H", "H", "H", "H", "H", "H", "H", "H", "H", "H", "H", "H", "H", "H", "H", "H", "H", "H", "H", "H", "H", "H", "H", "H", "H", "H", "H", "H", "H", "H", "H", "H", "H", "H", "H", "H", "H", "H", "H"], "positions_angstrom": [[-1.158, -6.130, 7.383], [-5.551, -4.964, 7.028], [-4.136, 1.496, -2.987], [-6.250, -0.580, -1.016], [0.882, -1.614, 3.387], [-1.826, -2.796, 1.562], [-0.289, -1.164, 0.234], [-2.040, 0.694, 1.060], [-1.299, -4.204, 3.759], [0.024, 1.339, 1.075], [-3.356, -4.297, 3.162], [-2.668, -2.471, 4.185], [-0.989, 1.143, -0.870], [-2.986, -2.058, 1.200], [1.596, -8.139, -1.477], [-1.911, 6.079, 4.863], [-1.546, -3.976, 0.718], [-0.652, 0.025, 3.929], [1.153, -1.108, 0.014], [-1.007, -1.648, -0.937], [-0.572, 3.700, -1.469], [2.737, 5.073, 1.889], [0.221, -2.291, 4.716], [-1.692, 4.756, -3.202], [1.961, -5.107, -1.956], [-1.235, 5.005, 2.915], [1.630, -0.690, -4.698], [-0.578, -1.848, 1.819], [3.496, 3.284, -0.687], [-2.052, 1.587, 5.079], [-1.592, 0.652, -5.171], [1.920, -6.330, -3.015], [-3.629, -5.277, 6.596], [2.767, 4.664, -1.130], [3.185, 0.701, -1.221], [-0.566, 4.251, -2.561], [5.007, 3.350, -1.133], [-0.180, -4.012, -2.982], [-2.286, -3.494, 3.307], [2.723, 2.126, -1.480], [2.811, 6.283, 2.610], [2.956, -2.719, -2.105], [0.911, -9.326, -1.198], [-0.876, 0.668, 0.391], [3.014, -4.189, -2.620], [-1.527, 4.825, 1.476], [-1.419, 1.484, 6.437], [-1.736, 4.988, -4.667], [3.794, 4.165, 1.798], [-3.216, 2.488, 4.833], [0.722, -0.015, -4.457], [-1.613, 0.788, 4.061], [-3.076, 4.734, -2.598], [0.547, -4.439, -1.703], [-2.908, -5.450, 7.830], [-0.422, 0.855, -4.215], [5.265, 3.710, -2.614], [-0.192, 4.185, 3.514], [-2.055, 5.824, 3.640], [2.511, -5.515, -0.593], [-3.498, 0.003, -1.854], [3.355, 2.995, 0.863], [1.007, -7.479, -2.587], [-2.112, -0.807, -5.392], [-4.555, -1.166, -1.830], [2.747, 6.018, 3.665], [3.971, -4.674, -2.426], [2.922, -2.646, -1.018], [-3.720, 4.194, -3.293], [3.177, -6.348, -0.819], [2.457, -0.028, -1.576], [3.352, 5.485, -0.715], [-1.033, -3.367, -2.772], [-0.584, 5.112, 1.010], [-1.673, 3.794, 1.154], [4.790, 2.939, -3.221], [3.077, -4.652, -0.243], [-1.260, 2.474, 6.864], [3.980, 3.670, 2.751], [-2.170, -1.272, -4.408], [-4.772, -1.413, -2.869], [-3.526, 5.724, -2.662], [1.789, 4.694, -0.649], [3.921, 2.089, 1.078], [6.334, 3.723, -2.827], [-2.175, 1.011, 7.064], [2.289, 2.842, 1.035], [0.336, 4.374, -3.181], [-0.170, -9.183, -1.208], [-2.307, 5.471, 1.073], [-0.213, 3.181, 3.089], [1.695, 2.120, -1.116], [-3.736, 2.292, 3.895], [-3.068, -0.701, -5.906], [1.639, -5.959, -4.000], [4.134, 0.513, -1.723], [0.848, 4.471, 3.359], [-1.304, 1.100, -6.122], [4.704, 4.695, 1.516], [3.322, 0.488, -0.161], [0.376, -3.367, -3.661], [-0.036, 1.864, -4.361], [5.300, 2.360, -0.783], [1.049, -8.161, -3.436], [2.058, -2.190, -2.425], [-2.489, -0.173, -2.227], [-2.477, 1.228, -4.903], [-0.502, 0.899, 6.363], [4.945, 4.713, -2.894], [0.030, -7.041, -2.380], [-3.345, 0.409, -0.854], [-4.134, -2.061, -1.372], [1.121, -10.026, -2.007], [-0.320, 4.036, 4.586], [-3.260, -4.406, 6.055], [3.840, -2.193, -2.466], [2.675, 4.637, -2.215], [-2.182, 4.045, -4.983], [-3.656, -6.116, 5.902], [-2.847, 3.480, 5.091], [-0.600, 0.837, -3.140], [-0.743, 5.089, -5.104], [-0.545, -4.855, -3.569], [2.846, -4.217, -3.697], [5.522, 4.034, -0.458], [2.957, -6.664, -2.986], [-2.362, 0.895, 3.261], [1.838, -5.764, 0.228], [0.676, -3.625, -0.989], [3.832, 6.643, 2.482], [1.275, -9.634, -0.218], [2.608, 2.330, -2.545], [-0.024, -5.252, -1.257], [-3.197, 4.414, -1.563], [-2.919, 6.119, 3.025], [-1.541, -1.454, -6.058], [-3.314, -6.191, 8.518], [1.986, 6.978, 2.453], [-2.419, 5.798, -4.923], [-2.750, -4.530, 8.393], [-3.985, 2.261, 5.571]], "forces_ev_per_a": [[0.679, -0.085, -0.096], [0.570, 0.111, -0.194], [-0.120, -0.457, 0.616], [0.902, -0.421, -0.176], [-3.534, -0.736, 3.455], [-2.818, -4.200, 0.028], [0.525, 0.342, -0.967], [0.815, 0.310, -1.039], [0.453, -0.236, 0.565], [0.339, 0.490, -0.023], [0.777, 0.833, -0.244], [1.023, -1.718, -1.606], [0.121, -0.343, 1.718], [-0.396, 0.861, -0.205], [-0.357, 1.601, -0.473], [-0.366, -0.612, -3.239], [0.383, 1.792, 1.724], [0.826, 0.702, 0.597], [-0.716, 0.163, 1.403], [0.244, 0.231, 1.919], [0.456, 0.461, -0.150], [-1.882, -0.539, -1.562], [2.514, 0.952, -2.737], [0.467, 0.056, 1.487], [-0.908, 0.005, -0.865], [-0.942, 0.010, -0.182], [-0.635, 0.433, 0.413], [1.678, 1.305, -3.302], [-1.038, 0.773, -1.382], [1.594, -1.608, -0.813], [-0.459, -0.766, -1.070], [-0.209, 0.352, 2.125], [-1.839, 0.637, -1.832], [0.591, -1.779, 1.312], [1.164, 0.288, -0.155], [-2.502, 0.388, -0.858], [-0.980, -0.107, 0.775], [0.196, 0.395, -0.283], [-1.389, 1.233, 0.153], [-0.571, -0.022, 1.281], [1.517, -1.026, 1.554], [-0.046, -0.892, -0.009], [-0.085, -0.458, -0.001], [-0.661, -1.446, -0.248], [-0.925, 0.960, 0.736], [1.762, 0.171, 0.292], [-1.248, 0.414, -0.897], [-0.201, -1.189, 1.124], [-0.411, -0.155, -0.098], [0.514, -0.885, 1.795], [0.670, -0.771, -0.536], [-2.038, 1.298, 0.205], [0.409, 0.637, -1.036], [0.501, -0.824, -1.265], [0.975, -0.622, 2.150], [0.358, 0.568, 0.278], [-0.330, -0.639, 0.831], [0.115, -0.627, 0.105], [0.697, -0.537, 2.915], [0.935, 0.198, -0.776], [-0.989, -0.117, 0.456], [0.448, 1.631, -1.164], [1.753, 0.718, 0.097], [0.426, 1.022, 0.016], [1.091, 1.182, -0.944], [-0.018, 0.151, 0.370], [-0.010, 0.135, 0.088], [0.304, -0.204, 0.067], [0.128, -0.554, 0.360], [0.014, 0.076, 0.496], [-0.009, 0.369, -0.168], [0.131, -0.124, -0.374], [-0.136, -0.349, 0.552], [-0.092, 0.093, -0.623], [-0.358, -0.146, 0.405], [0.099, 0.269, -0.363], [0.133, -0.103, -0.052], [0.270, 0.044, -0.233], [0.144, 0.033, 0.355], [-0.488, -0.285, -0.107], [-0.262, -0.010, 0.123], [0.498, 0.443, 0.127], [0.024, -0.284, -0.141], [0.028, 0.178, -0.143], [0.030, -0.360, 0.249], [0.296, -0.280, 0.190], [0.029, -0.116, -0.081], [0.075, 0.013, -0.018], [-0.149, 0.112, 0.363], [-0.039, -0.047, 0.474], [-0.406, -0.156, -0.235], [-0.067, 0.831, 0.272], [0.732, 0.414, -0.289], [-0.263, -0.253, 0.492], [0.023, 0.287, 0.304], [0.053, -0.201, -0.024], [-0.145, 0.763, -0.189], [0.204, -0.232, -0.206], [0.322, -0.213, -0.248], [-0.091, 0.060, -0.016], [0.586, -0.139, 0.058], [0.014, 0.235, -0.112], [0.602, -0.118, -0.741], [-0.698, -0.093, -0.236], [0.122, -0.156, -0.395], [-0.482, -0.771, -0.264], [0.474, 0.054, 0.523], [-0.210, 0.092, 0.049], [-0.365, -0.143, 0.188], [-0.411, -0.632, -0.008], [-0.455, 0.046, -0.177], [-0.246, 0.265, 0.502], [0.150, -0.515, 0.251], [-0.330, 0.454, -0.032], [-0.254, 0.005, 0.024], [-0.099, 0.002, -0.045], [0.239, 0.128, 0.246], [-0.055, 0.129, -0.949], [0.175, -0.077, 0.405], [-0.392, 0.328, -0.797], [-0.587, -0.333, -0.033], [-0.108, 0.213, 0.129], [0.034, -0.088, 0.134], [-0.107, 0.082, 0.128], [-0.329, 0.238, -0.023], [-0.050, -0.033, -0.301], [0.409, -0.213, -0.267], [-0.633, -0.203, -0.811], [0.181, -0.243, -0.129], [-0.205, 0.941, -0.188], [-0.236, -0.423, -0.246], [0.693, 0.429, 0.086], [0.089, 0.277, 0.355], [0.628, -0.403, -0.341], [0.083, 0.502, 0.286], [0.532, 0.250, 0.180], [-0.178, 0.079, -0.259], [0.258, -0.240, -0.839], [0.350, 0.122, 0.102], [-0.118, -0.025, -0.212], [0.035, -0.081, 0.277]], "mulliken_charge": [-0.170, -0.157, -0.133, -0.152, 1.059, 0.603, 0.514, -0.277, -0.150, 0.042, -0.180, -0.200, 0.090, -0.571, -0.274, -0.596, -0.550, -0.260, -0.748, -0.009, -0.120, 0.033, -0.649, 0.105, 0.436, 0.429, -0.646, 0.355, 0.376, 0.248, -0.697, -0.774, -0.410, -0.732, -0.681, -0.203, -0.521, -1.475, 0.414, 0.200, -0.962, -0.388, -0.785, 0.010, -0.815, -0.831, -0.976, -0.929, -0.902, -0.891, -0.097, -0.053, -0.906, -0.618, -0.443, 2.292, -1.135, -0.276, 0.116, -0.915, 0.765, -0.184, -0.735, -1.170, -0.692, 0.355, 0.472, 0.209, 0.301, 0.418, -0.283, 0.380, 0.178, 0.175, 0.102, 0.272, 0.387, 0.356, 0.364, 0.067, 0.574, 0.352, -0.058, 0.479, 0.436, 0.342, 0.040, 0.258, 0.340, 0.402, -0.106, -0.390, 0.273, 0.398, 0.461, 0.405, -0.191, 0.612, 0.405, 0.235, 0.323, 0.160, 0.495, 0.522, -0.197, -0.751, -0.038, 0.283, 0.292, 0.389, 0.074, 0.358, 0.312, 0.354, 0.011, 0.504, 0.482, 0.290, 0.404, 0.287, -1.108, 0.310, 0.416, 0.427, 0.364, 0.544, 0.223, 0.238, 0.188, 0.312, 0.256, 0.596, 0.867, 0.265, 0.316, 0.408, 0.391, 0.314, 0.322, 0.353, 0.371]}